Here is C38H52Cl3GeN3P2RhSeSi2 as an isolated structure in a non-equilibrium geometry from OMol25. Energies are from ωB97M-V with the def2-TZVPD basis set.

Last column: Löwdin charge in e.
Cartesian coordinates (Å):
Rh  -0.1806  0.4928  -0.8065  0.8368
C  3.1461  2.2671  -2.4505  -0.1805
Si  3.2483  0.5800  -1.7606  0.3091
C  2.8530  -0.6881  -3.0401  -0.1636
C  4.9604  0.2995  -1.0880  -0.1696
N  2.0777  0.4458  -0.4507  -0.2739
P  1.9121  0.2154  1.1000  0.7180
C  0.1422  0.2995  1.1978  -0.3700
P  -0.8535  -1.1473  1.2429  0.7554
N  -0.7153  -1.4498  -0.3530  -0.3084
Si  -1.6484  -2.5906  -1.3852  0.3422
C  -2.4431  -3.9005  -0.3473  -0.1587
C  -3.0409  -1.7473  -2.2294  -0.1661
C  -0.4394  -3.3032  -2.5652  -0.1626
C  -0.3744  -2.4502  2.3625  -0.3206
C  -0.6218  -2.3199  3.7323  -0.0885
C  -0.2208  -3.3187  4.6070  -0.0570
C  0.4295  -4.4463  4.1162  -0.0577
C  0.7014  -4.5677  2.7589  -0.0632
C  0.3056  -3.5682  1.8799  -0.0961
C  -2.5556  -0.6996  1.6726  -0.2789
C  -3.3944  -1.5971  2.3372  -0.0833
C  -4.7383  -1.2971  2.5279  -0.0540
C  -5.2588  -0.0996  2.0639  -0.0538
C  -4.4365  0.8022  1.3989  -0.0598
C  -3.0994  0.5013  1.1996  -0.0880
C  2.5838  1.4602  2.2054  -0.3193
C  3.9520  1.7425  2.1506  -0.0599
C  4.4865  2.7215  2.9754  -0.0534
C  3.6665  3.4078  3.8685  -0.0581
C  2.3117  3.1138  3.9432  -0.0635
C  1.7703  2.1434  3.1076  -0.1052
C  2.6368  -1.3077  1.6939  -0.3005
C  2.7255  -1.5680  3.0645  -0.0713
C  3.3314  -2.7322  3.5035  -0.0658
C  3.8601  -3.6320  2.5783  -0.0658
C  3.7683  -3.3799  1.2166  -0.0579
C  3.1467  -2.2175  0.7712  -0.0867
H  3.9977  2.4598  -3.1158  0.0545
H  2.2440  2.3941  -3.0570  -0.0070
H  3.1728  3.0229  -1.6529  0.0319
H  3.7358  -0.8885  -3.6571  0.0486
H  2.5253  -1.6370  -2.5924  0.0245
H  2.0650  -0.3239  -3.7107  -0.0016
H  5.6067  -0.0485  -1.9038  0.0444
H  5.3949  1.2277  -0.6951  0.0336
H  4.9936  -0.4590  -0.2981  0.0171
H  -3.3682  -3.5157  0.0977  0.0335
H  -2.7163  -4.7262  -1.0185  0.0522
H  -1.8232  -4.3186  0.4494  0.0194
H  -3.7285  -1.3156  -1.4918  0.0402
H  -2.7368  -0.9638  -2.9197  -0.0102
H  -3.5958  -2.5026  -2.8015  0.0585
H  0.2221  -4.0249  -2.0699  0.0387
H  -0.9543  -3.8230  -3.3840  0.0516
H  0.1821  -2.5127  -3.0013  0.0054
H  -1.1222  -1.4374  4.1177  0.1177
H  -0.4173  -3.2212  5.6676  0.1141
H  0.7347  -5.2312  4.7997  0.1165
H  1.2280  -5.4381  2.3854  0.1190
H  0.5412  -3.6459  0.8242  0.1041
H  -3.0123  -2.5441  2.6903  0.1049
H  -5.3792  -2.0060  3.0375  0.1152
H  -6.3063  0.1323  2.2176  0.1156
H  -4.8404  1.7389  1.0328  0.1097
H  -2.4813  1.2123  0.6816  0.0523
H  4.5996  1.1985  1.4683  0.0945
H  5.5450  2.9456  2.9298  0.1137
H  4.0882  4.1704  4.5124  0.1128
H  1.6781  3.6403  4.6482  0.1122
H  0.7100  1.9113  3.1631  0.0992
H  2.3335  -0.8578  3.7853  0.1179
H  3.4031  -2.9382  4.5658  0.1172
H  4.3491  -4.5346  2.9269  0.1155
H  4.1775  -4.0835  0.5015  0.1152
H  3.0461  -2.0219  -0.2897  0.0873
Cl  0.3964  -1.1218  -6.0938  0.6835
C  -0.7205  -0.1110  -5.3174  -1.3386
Cl  0.2400  2.3123  -5.4513  -0.0003
Cl  -2.2624  0.1167  -5.9983  0.6692
C  -0.5386  0.1552  -3.9573  -0.4516
N  -0.4263  0.2491  -2.8154  0.0329
C  -3.6915  1.6266  -2.5652  -0.2167
Ge  -3.1663  3.4861  -2.4260  0.7311
C  -4.6806  4.6152  -2.0216  -0.2165
C  -2.1661  4.1201  -3.9510  -0.2421
C  -1.9587  3.6403  -0.8497  -0.5307
Se  -0.1752  2.9256  -1.1678  0.9531
C  0.7345  3.7685  0.3103  -0.3359
H  -3.8795  1.3617  -3.6093  0.0207
H  -4.5965  1.4290  -1.9846  0.0294
H  -2.8989  0.9757  -2.1972  -0.0363
H  -5.3852  4.5858  -2.8573  0.0305
H  -4.3544  5.6496  -1.8846  0.0280
H  -5.2019  4.2857  -1.1181  0.0189
H  -2.8478  4.3399  -4.7771  0.0350
H  -1.4313  3.3833  -4.2974  -0.1083
H  -1.6366  5.0412  -3.6903  0.0323
H  -2.3594  3.1894  0.0571  0.0043
H  -1.7757  4.6987  -0.6582  0.0319
H  0.7846  4.8259  0.0682  0.0435
H  1.7341  3.3501  0.3837  0.0110
H  0.1769  3.6028  1.2266  0.0318

Summary:
* charge: +1
* highest occupied orbital energy (spin up / spin down): -9.3 / -10.1 eV
* relative energy (zero: lowest compared OMol25 entry of this formula, charge and spin): 0.000 eV
* multiplicity: 5
* frontier orbital gap (spin up / spin down): 6.22 / 5.01 eV
* LUMO energy (spin up / spin down): -0.1132 / -0.1882 hartree
* DFT total energy: -241485.805 eV